[1]
A structure of composition C12H36KO6 at a distorted geometry, computed with wB97M-V/def2-TZVPD.

Structure (XYZ):
```
55
Properties=species:S:1:pos:R:3:lowdin_charge:R:1
K -23.48502 -0.53533 -2.50215 0.870
O -23.79705 -3.13089 -3.63210 -0.082
H -23.30961 -3.85742 -4.02039 0.054
H -23.85840 -3.35247 -2.70292 -0.015
O -26.21817 -0.98537 -2.95929 -0.079
H -26.66930 -0.97090 -2.11519 0.043
H -26.88295 -0.71207 -3.59143 0.059
C -22.58946 -3.34437 1.48900 -0.024
C -22.93370 -3.79280 0.05419 -0.488
C -23.84271 -5.02389 -0.00085 -0.039
O -23.52132 -2.82588 -0.76903 -0.118
H -23.45421 -2.92652 2.00445 0.085
H -21.82039 -2.58108 1.37051 0.060
H -22.17525 -4.13247 2.11782 0.091
H -21.99767 -4.06260 -0.43485 0.145
H -23.92555 -5.35061 -1.03743 0.075
H -24.84912 -4.75174 0.31725 0.089
H -23.41042 -5.90751 0.46865 0.091
H -24.32948 -2.57021 -0.31836 0.099
C -24.96459 4.13198 -1.55723 -0.030
C -23.94413 3.09566 -1.03837 -0.560
C -23.83390 3.04410 0.43956 -0.047
O -24.24021 1.84667 -1.45613 -0.117
H -24.80566 5.17877 -1.29827 0.087
H -26.01049 3.85367 -1.42780 0.082
H -25.01411 4.31269 -2.63100 0.073
H -22.95900 3.43117 -1.36246 0.134
H -23.19960 2.17943 0.63473 0.079
H -24.78621 2.93882 0.95931 0.096
H -23.26760 3.87639 0.85752 0.097
H -25.06039 1.67615 -0.98728 0.101
C -21.61964 2.44410 -3.98887 -0.064
C -22.01938 2.03693 -5.37509 -0.476
C -21.22523 2.89306 -6.43816 -0.031
O -21.90666 0.63962 -5.52491 -0.043
H -22.28225 1.89953 -3.31618 0.048
H -21.77716 3.51380 -3.85086 0.095
H -20.53479 2.37948 -3.90520 0.071
H -23.09351 2.19577 -5.47058 0.140
H -21.21132 3.97703 -6.32445 0.079
H -21.62954 2.68716 -7.42924 0.075
H -20.18336 2.57761 -6.49403 0.075
H -21.01589 0.28275 -5.49731 0.094
C -20.26665 0.06437 0.13085 -0.051
C -20.38257 0.79329 -1.12976 -0.518
C -19.14157 1.72191 -1.49495 -0.008
O -20.58325 -0.10420 -2.16641 -0.090
H -21.02745 -0.69971 0.29036 0.071
H -20.17901 0.80018 0.93023 0.098
H -19.30864 -0.45537 0.14447 0.096
H -21.30477 1.37036 -1.06173 0.110
H -18.21386 1.15289 -1.55545 0.087
H -19.03855 2.48048 -0.71903 0.083
H -19.19390 2.28890 -2.42440 0.055
H -19.91101 0.00787 -2.84254 0.094
```

For the energy above the lowest of the compared OMol25 structures with the same formula, charge and spin, the calculation gives 1.815 eV. The maximum force is 4.10 eV Å⁻¹. Its charge is +1. For the gap between HOMO and LUMO, the calculation gives 10.01 eV. The calculated total energy comes out at -41633.2507 eV. The value obtained for the LUMO energy is -2.87 eV.

***

[2]
A structure of composition C36H56BrHfN3O7P at a distorted geometry, computed with wB97M-V/def2-TZVPD.

Structure (XYZ):
```
105
Properties=species:S:1:pos:R:3:lowdin_charge:R:1
Hf 0.18542 0.43303 1.30243 1.686
O 4.05179 0.45285 2.20608 0.164
C 2.90740 0.46371 2.56170 -0.510
O 1.93237 1.12286 1.94533 -0.185
C 2.44058 -0.26080 3.83063 -0.066
C 1.24461 0.49266 4.42570 -0.244
C 0.94441 -0.01298 5.83513 -0.077
C 0.29090 -1.38370 5.54084 -0.068
C 0.36185 -1.43645 4.01665 -0.225
O 0.13498 -0.04446 3.63287 -0.197
C 1.81224 -1.66780 3.55669 -0.068
C 1.81915 -2.08445 2.08759 -0.522
O 2.46000 -3.02456 1.69868 0.139
O 1.00285 -1.37709 1.32393 -0.238
H 3.28855 -0.31975 4.50651 0.167
H 1.31878 1.56732 4.31844 0.144
H 0.26121 0.65180 6.35777 0.101
H 1.85785 -0.09049 6.42128 0.129
H -0.74374 -1.41376 5.87964 0.122
H 0.82416 -2.21787 5.99122 0.128
H -0.36944 -2.08343 3.54344 0.140
H 2.30756 -2.45628 4.11531 0.166
Br -1.85881 2.39067 4.68013 0.885
C -0.50658 3.28506 3.69949 -0.693
C -0.02605 4.47748 4.20913 -0.083
C 0.87969 5.18998 3.43951 -0.006
C 1.21606 4.70421 2.18953 0.038
C 0.67057 3.50738 1.76844 -0.175
N -0.16220 2.76629 2.52363 0.027
C 0.92054 3.01289 0.35904 -0.545
O 1.66288 3.61453 -0.36851 0.143
O 0.19145 1.96378 0.04052 -0.261
H -0.37112 4.83694 5.16680 0.110
H 1.28055 6.12730 3.80058 0.126
H 1.88230 5.22625 1.51734 0.135
N -2.24654 1.44916 1.28739 -0.034
C -3.55963 0.97068 0.79090 -0.218
C -4.33113 0.16586 1.84380 -0.170
C -3.48055 -0.67892 2.79355 -0.199
C -2.70784 -1.79106 2.10602 -0.205
N -1.58602 -1.26516 1.29202 -0.061
H -2.42469 1.91074 2.17537 0.011
H -1.94069 2.18781 0.66010 0.072
H -3.39329 0.38135 -0.11262 0.083
H -4.18052 1.81870 0.49553 0.123
H -5.03973 -0.48172 1.32277 0.119
H -4.92528 0.85287 2.45064 0.115
H -4.15011 -1.12863 3.52942 0.123
H -2.77678 -0.05006 3.34298 0.054
H -3.38589 -2.37745 1.47835 0.122
H -2.30096 -2.46586 2.85889 0.110
H -1.98374 -0.93171 0.41780 0.007
H -1.00168 -2.05193 1.02258 0.084
C -0.55000 2.47898 -5.00785 -0.192
C 0.91296 2.34038 -4.55447 -0.168
C 1.02603 1.70811 -3.15483 -0.189
C -0.09067 0.68037 -2.96266 -0.408
C -1.45665 1.40072 -2.92766 -0.199
C -1.44952 2.67237 -3.79191 -0.187
P 0.12060 -0.46239 -1.50242 1.123
C -0.93892 -1.93521 -2.01422 -0.396
C -2.45632 -1.70279 -1.76559 -0.219
C -3.34122 -2.41812 -2.79594 -0.192
C -2.81508 -3.83430 -3.01253 -0.185
C -1.40404 -3.79396 -3.63636 -0.171
C -0.73495 -2.42548 -3.45045 -0.205
C 1.86013 -1.13394 -1.67194 -0.391
C 2.84498 -0.24378 -0.89532 -0.220
C 4.16136 -0.99557 -0.68232 -0.163
C 4.68212 -1.59907 -2.00789 -0.171
C 3.90196 -1.07113 -3.20971 -0.196
C 2.41221 -1.41829 -3.09249 -0.193
H -0.86321 1.58293 -5.55180 0.113
H -0.65583 3.31810 -5.69579 0.111
H 1.38901 3.32212 -4.52807 0.115
H 1.46481 1.73415 -5.27704 0.111
H 0.95887 2.47299 -2.38732 0.090
H 2.00798 1.25079 -3.06477 0.085
H -0.06888 0.01514 -3.82893 0.093
H -1.70884 1.67104 -1.89605 0.086
H -2.23501 0.72653 -3.29464 0.103
H -1.07404 3.51879 -3.21073 0.116
H -2.46905 2.91397 -4.09617 0.112
H -0.58898 -2.73743 -1.35051 0.115
H -2.69125 -0.63566 -1.78019 0.068
H -2.74357 -2.10533 -0.78975 0.088
H -3.34805 -1.87519 -3.74294 0.114
H -4.37143 -2.44267 -2.43636 0.114
H -3.49957 -4.40287 -3.64156 0.110
H -2.77993 -4.34172 -2.04377 0.111
H -1.45338 -4.01363 -4.70395 0.113
H -0.77916 -4.56441 -3.17988 0.113
H -1.17641 -1.71062 -4.14740 0.111
H 0.31972 -2.50990 -3.69608 0.086
H 1.81257 -2.07927 -1.12024 0.111
H 2.41091 0.04211 0.06501 0.044
H 3.03967 0.68772 -1.42350 0.111
H 4.00170 -1.79259 0.04376 0.099
H 4.88964 -0.31215 -0.24905 0.109
H 4.58883 -2.68796 -1.98375 0.114
H 5.74124 -1.37456 -2.13526 0.109
H 4.29114 -1.50463 -4.13256 0.115
H 4.03730 0.01059 -3.28877 0.110
H 2.30282 -2.48199 -3.31192 0.109
H 1.86768 -0.86915 -3.86235 0.093
```

For the energy above the lowest of the compared OMol25 structures with the same formula, charge and spin, the calculation gives 0.535 eV. The maximum force is 3.30 eV Å⁻¹. Its charge is +1. For the gap between HOMO and LUMO, the calculation gives 8.59 eV. The calculated total energy comes out at -137684.1344 eV. The value obtained for the LUMO energy is -2.97 eV.

***

[3]
A structure of composition C25H53NNbO13 at a distorted geometry, computed with wB97M-V/def2-TZVPD.

Structure (XYZ):
```
93
Properties=species:S:1:pos:R:3:lowdin_charge:R:1
O 7.15062 -5.11425 3.82848 0.034
C 6.65427 -4.06497 3.76618 -0.617
N 5.86933 -3.18700 3.35333 -0.176
Nb 3.78716 -3.77284 3.69925 0.919
H 3.89173 -4.69516 2.09790 -0.182
H 4.48967 -5.27624 4.49366 -0.175
H 3.89144 -2.94150 5.32231 -0.215
H 3.08687 -2.28177 2.89912 -0.223
H 2.08922 -4.33432 3.98478 -0.186
O -0.37027 -3.59848 3.10346 0.062
C -1.20477 -4.42968 3.32993 -0.536
O -1.33827 -4.92511 4.57609 -0.006
C -2.40314 -5.78978 4.98721 -0.231
C -2.10545 -7.23204 4.63033 -0.064
C -2.05093 -4.99371 2.21621 0.016
H -3.35940 -5.44734 4.59025 0.083
H -2.46723 -5.69542 6.07259 0.121
H -2.00739 -7.36927 3.55259 0.068
H -2.89811 -7.88945 4.99251 0.077
H -1.15916 -7.54479 5.07602 0.084
H -1.47477 -5.74809 1.67885 0.100
H -2.30744 -4.18272 1.53458 0.087
H -2.99146 -5.42828 2.55184 0.050
O 0.94496 -5.55220 -1.12423 0.084
C 1.61563 -4.56668 -1.29942 -0.525
O 1.06610 -3.48440 -1.88385 -0.008
C 1.72463 -2.21622 -1.98355 -0.232
C 2.65977 -2.16527 -3.17277 -0.065
C 3.08215 -4.55121 -0.95443 -0.006
H 2.22433 -1.96672 -1.04498 0.119
H 0.93448 -1.47613 -2.11980 0.118
H 3.45661 -2.90719 -3.09461 0.068
H 3.11288 -1.17779 -3.25891 0.049
H 2.11503 -2.38375 -4.09425 0.082
H 3.63864 -5.04446 -1.75338 0.092
H 3.22450 -5.09808 -0.02311 0.036
H 3.48719 -3.55548 -0.79205 0.067
O 2.98102 0.96485 -2.90305 0.067
C 2.55287 1.45920 -1.88676 -0.531
O 1.22768 1.58447 -1.72015 -0.007
C 0.60141 2.00294 -0.49366 -0.208
C 0.58350 3.51072 -0.37638 -0.071
C 3.48494 2.01438 -0.84549 0.027
H 1.06732 1.51776 0.36610 0.121
H -0.42392 1.63440 -0.53717 0.123
H 1.59241 3.92619 -0.35594 0.061
H 0.06222 3.82169 0.52906 0.088
H 0.08027 3.94903 -1.23560 0.059
H 3.81696 3.00423 -1.16118 0.080
H 4.34667 1.35281 -0.76210 0.098
H 3.04835 2.07997 0.14804 0.077
O 3.05767 5.23263 -2.11391 0.095
C 3.26183 5.10751 -3.29326 -0.518
O 4.42028 5.54515 -3.81892 0.002
C 4.83084 5.29877 -5.16788 -0.231
C 4.21886 6.30407 -6.12235 -0.070
C 2.20106 4.54402 -4.20414 0.024
H 4.62315 4.26604 -5.45422 0.118
H 5.91563 5.40964 -5.17740 0.123
H 3.12949 6.24591 -6.12641 0.065
H 4.57800 6.13735 -7.13907 0.080
H 4.48033 7.32010 -5.82075 0.082
H 1.47915 5.32886 -4.43482 0.095
H 1.69660 3.72982 -3.68360 0.083
H 2.58878 4.12687 -5.13058 0.073
O -2.27010 4.05757 -1.07051 0.100
C -2.40867 5.19610 -1.42799 -0.527
O -1.87299 6.19192 -0.69775 0.001
C -1.83481 7.56102 -1.11206 -0.232
C -3.13799 8.26791 -0.79872 -0.068
C -3.24644 5.53163 -2.63616 0.012
H -1.55536 7.64061 -2.16473 0.114
H -1.02894 8.02526 -0.54286 0.125
H -3.97914 7.81887 -1.32897 0.066
H -3.07941 9.32241 -1.07290 0.081
H -3.36091 8.19511 0.26714 0.085
H -4.29922 5.51659 -2.35244 0.097
H -3.06721 4.77555 -3.39946 0.093
H -3.00842 6.49255 -3.08759 0.066
O -5.50044 -5.53706 3.45093 0.093
C -5.64177 -4.40762 3.05746 -0.535
O -5.09363 -3.38769 3.73794 -0.001
C -5.05974 -2.03320 3.27170 -0.225
C -6.35611 -1.31232 3.58070 -0.068
C -6.50038 -4.11651 1.85331 0.013
H -4.79787 -1.99373 2.21271 0.118
H -4.24338 -1.55048 3.80927 0.129
H -7.20725 -1.77869 3.08179 0.065
H -6.29997 -0.26911 3.26652 0.082
H -6.56101 -1.34488 4.65233 0.084
H -7.54819 -4.12006 2.15569 0.096
H -6.33395 -4.89991 1.11514 0.094
H -6.26946 -3.17351 1.36287 0.069
```

The maximum force is 5.15 eV Å⁻¹. Its charge is -1. For the gap between HOMO and LUMO, the calculation gives 6.14 eV. The calculated total energy comes out at -56437.5126 eV. The value obtained for the LUMO energy is 1.48 eV.

***

[4]
The molecule C5H7N, computed with wB97M-V/def2-TZVPD.

Structure (XYZ):
```
13
Properties=species:S:1:pos:R:3:lowdin_charge:R:1
C -0.68073 -2.50015 -0.84035 0.121
C -0.06328 -1.47481 -0.72177 -0.108
C 0.72617 -0.24804 -0.61336 -0.171
N 0.11238 0.74063 0.30287 -0.310
C -0.85760 1.48012 -0.22670 -0.025
C 0.59540 0.75360 1.54289 -0.023
H -1.24266 -3.40344 -0.93694 0.029
H 1.73241 -0.46316 -0.24666 0.123
H 0.82400 0.23041 -1.59165 0.128
H -1.40175 2.15850 0.41498 0.062
H -1.09356 1.35814 -1.27230 0.058
H 1.32342 0.01117 1.82951 0.054
H 0.16413 1.44335 2.25512 0.062
```

For the energy above the lowest of the compared OMol25 structures with the same formula, charge and spin, the calculation gives 4.427 eV. The maximum force is 0.52 eV Å⁻¹. Its charge is 0. For the gap between HOMO and LUMO, the calculation gives 7.71 eV. The calculated total energy comes out at -6784.0854 eV. The value obtained for the LUMO energy is 0.96 eV.

***

[5]
A structure of composition C28H49BrClN3O14P2 at a distorted geometry, computed with wB97M-V/def2-TZVPD.

Structure (XYZ):
```
98
Properties=species:S:1:pos:R:3:lowdin_charge:R:1
C -2.94290 3.58793 -2.53733 -0.099
C -3.51023 2.42329 -3.37431 -0.233
C -2.89319 1.04941 -3.04438 -0.215
C -1.85042 0.60488 -4.06801 -0.194
C -0.53081 1.41393 -3.95148 -0.189
C 0.64533 0.54532 -3.49462 -0.214
C 1.71745 1.33953 -2.71645 -0.224
C 2.28894 0.52979 -1.54463 -0.216
C 1.66710 0.82339 -0.18737 -0.654
Br -0.21397 1.24017 -0.31254 1.068
C 2.31528 2.03513 0.62682 -0.746
Cl 1.24036 3.49655 0.62138 0.649
P 3.84559 2.86410 -0.04422 0.707
N 3.56572 3.74691 -1.30609 -0.297
C 2.21458 1.59447 2.08247 -0.552
O 2.48324 2.24833 3.06494 0.075
N 1.71710 0.29038 2.13178 0.119
C 1.89884 -0.36522 0.82415 -0.411
C 0.95947 -1.53220 0.41701 -0.103
C 0.02555 -2.07728 1.48796 -0.431
O -0.44872 -1.41420 2.36713 0.139
N -0.29587 -3.48308 1.39292 -0.170
C 0.81114 -4.28345 1.89846 -0.088
C -0.61990 -3.86676 0.01507 -0.081
P 3.59223 -1.07135 0.88721 0.487
O 4.03309 -1.79339 -0.30323 -0.234
O 3.53220 -2.00836 2.19899 -0.100
O 4.59589 0.09543 1.26517 -0.113
H -2.24680 4.19594 -3.11032 0.069
H -3.73652 4.25149 -2.19565 0.061
H -2.42490 3.22927 -1.65001 0.041
H -3.37345 2.65007 -4.42965 0.098
H -4.57584 2.36189 -3.15828 0.092
H -3.67294 0.28943 -2.98132 0.104
H -2.43347 1.11684 -2.05748 0.057
H -2.25799 0.82245 -5.05779 0.100
H -1.62367 -0.45455 -3.98562 0.075
H -0.29013 1.88557 -4.90199 0.110
H -0.67529 2.17435 -3.18523 0.076
H 1.14025 0.10710 -4.36122 0.116
H 0.27793 -0.25361 -2.85588 0.065
H 2.55068 1.51389 -3.39816 0.107
H 1.36294 2.32054 -2.41390 0.082
H 3.36476 0.69417 -1.50295 0.087
H 2.17087 -0.52522 -1.78783 0.116
H 4.78798 1.86856 -0.30629 0.012
H 4.24470 3.63860 1.05126 0.025
H 4.10791 3.41708 -2.09481 -0.034
H 2.19738 -0.12253 2.92426 0.116
H 1.58442 -2.36945 0.09999 0.099
H 0.36259 -1.27558 -0.45462 0.081
H 0.53223 -5.33278 1.81859 0.090
H 0.97456 -4.09454 2.95828 0.090
H 1.74369 -4.16545 1.32881 0.086
H -1.28440 -4.72649 0.01902 0.091
H 0.28066 -4.08001 -0.57307 0.092
H -1.12652 -3.05336 -0.49853 0.075
H 2.63942 -2.11531 2.54170 0.058
H 4.76251 0.21759 2.21469 0.060
C -5.45690 5.08828 2.38533 -0.018
C -5.16368 3.93070 1.45709 -0.318
C -5.45197 2.55724 2.03048 -0.091
O -4.50433 1.73393 1.34004 0.076
C -3.46285 2.51725 0.98426 -0.549
O -2.42524 2.11312 0.56590 -0.025
O -3.75477 3.82062 1.17495 0.090
H -5.64295 6.00213 1.82367 0.083
H -6.34066 4.88356 2.99028 0.087
H -4.60675 5.27386 3.04042 0.095
H -5.67821 4.06285 0.50215 0.156
H -6.46329 2.21104 1.83481 0.138
H -5.24745 2.50061 3.10238 0.141
C -3.95675 -5.53071 -4.32583 -0.018
C -2.93397 -4.45097 -4.60137 -0.317
C -1.52671 -4.95035 -4.86040 -0.091
O -0.72557 -3.85712 -4.39742 0.074
C -1.43859 -3.18939 -3.46278 -0.557
O -0.99638 -2.34624 -2.75175 0.138
O -2.72108 -3.61369 -3.44720 0.088
H -4.96159 -5.18803 -4.56663 0.083
H -3.75436 -6.41683 -4.92794 0.088
H -3.94751 -5.80224 -3.27095 0.093
H -3.26698 -3.80449 -5.41661 0.158
H -1.32463 -5.14667 -5.90984 0.139
H -1.28302 -5.83714 -4.26990 0.140
C 4.47085 -0.03883 7.88573 -0.015
C 4.11591 0.38697 6.47891 -0.301
C 4.04838 -0.74326 5.46806 -0.080
O 4.40259 -0.07004 4.25322 -0.001
C 5.16819 1.00624 4.57753 -0.564
O 5.76862 1.63462 3.76860 0.178
O 5.14565 1.22105 5.90074 0.106
H 4.10116 0.67950 8.61509 0.085
H 4.02826 -1.00754 8.11883 0.089
H 5.55203 -0.09922 8.00372 0.095
H 3.18902 0.96357 6.47053 0.162
H 3.05758 -1.18382 5.38448 0.140
H 4.78128 -1.53017 5.65871 0.145
```

For the energy above the lowest of the compared OMol25 structures with the same formula, charge and spin, the calculation gives 0.000 eV. The maximum force is 1.63 eV Å⁻¹. Its charge is 0. For the gap between HOMO and LUMO, the calculation gives 8.70 eV. The calculated total energy comes out at -164110.1694 eV. The value obtained for the LUMO energy is 0.42 eV.